Entry from the Open Molecules 2025 dataset: a 3-piece molecular cluster, C16H29BrNO5 overall (wB97M-V/def2-TZVPD).

```
52
Properties=species:S:1:pos:R:3:forces:R:3:lowdin_charge:R:1
Br -0.04375 -1.27950 -2.81433 0.01 0.01 -0.06 0.838
O -0.80438 1.30769 -3.44399 0.23 0.48 0.19 -0.121
O 4.32262 0.40241 2.09653 0.02 -0.04 0.04 0.143
O -1.56939 -1.73754 1.37209 -0.02 0.25 -0.06 0.082
O -2.64224 -3.58522 1.98586 0.00 0.09 -0.04 0.038
O 2.40049 0.10363 0.99780 -0.09 0.06 -0.03 -0.001
N -1.88474 1.91314 -0.96312 -0.03 0.00 -0.01 0.102
C 3.41029 -0.31070 1.82121 -0.04 0.02 -0.08 -0.474
C 1.50327 2.58820 -2.53404 -0.16 0.01 -0.20 -0.384
C 3.13050 -1.73650 2.25829 0.02 0.02 0.00 -0.065
C -2.18925 1.58188 -3.41744 -0.14 -0.15 -0.10 -0.145
C -1.90019 -2.49870 2.24370 -0.07 -0.22 0.03 -0.485
C -2.57772 2.43071 -2.20903 -0.05 -0.04 -0.03 -0.057
C 3.03197 2.77114 -2.46644 0.06 0.00 0.12 -0.044
C 0.78290 3.75051 -1.84160 0.00 0.11 0.12 -0.060
C -1.58611 -2.43423 3.72510 0.02 0.02 -0.05 -0.071
C -0.26696 0.64058 -2.34644 -0.32 -0.20 0.09 -0.767
C -2.96556 -4.28373 3.20920 -0.01 -0.01 0.03 -0.131
C 2.07692 -2.21401 1.26350 0.05 0.02 -0.02 -0.131
C 1.11035 1.22499 -1.94941 0.09 -0.14 0.03 -0.161
C -1.89553 -3.84823 4.20546 0.02 -0.02 -0.05 -0.139
C -1.26701 0.55679 -1.18731 0.08 0.07 0.01 -0.144
C 1.38187 -0.90628 0.90483 0.07 0.04 0.07 -0.184
H -2.28577 3.46992 -2.33646 0.02 -0.05 0.01 0.123
H -1.01341 -4.48085 4.10290 -0.01 -0.01 0.02 0.121
H 0.68064 3.56848 -0.76062 0.07 0.02 -0.06 0.085
H 2.75077 -1.69678 3.28224 0.00 -0.01 0.00 0.131
H -2.56511 1.83334 -0.20916 0.08 0.04 0.10 0.186
H 1.19066 2.59378 -3.58049 0.15 -0.02 0.03 0.133
H 0.98772 -0.88324 -0.10965 0.07 -0.16 0.05 0.064
H 4.05518 -2.30690 2.26759 -0.01 -0.01 0.01 0.130
H -0.19932 3.96284 -2.27298 -0.01 -0.08 0.02 0.060
H 3.42312 3.14559 -3.41322 -0.04 0.03 0.07 0.086
H 1.86818 0.49570 -2.23308 -0.05 0.08 -0.02 0.093
H 0.57885 -0.66566 1.60487 0.04 -0.01 -0.01 0.108
H 1.38303 -2.95472 1.65463 0.01 0.00 0.04 0.111
H -2.39394 2.16339 -4.31538 -0.04 -0.09 0.01 0.149
H -2.09440 -0.12284 -1.38008 0.10 -0.01 -0.04 0.123
H -2.23844 -3.90435 5.23538 -0.01 0.02 0.00 0.121
H -0.56116 -2.10500 3.88007 0.00 0.01 0.01 0.120
H 2.55954 -2.63430 0.38046 -0.02 -0.01 -0.01 0.124
H -2.77766 0.65938 -3.47322 0.06 0.03 0.06 0.137
H -1.16746 2.57587 -0.65494 0.05 0.01 -0.12 0.150
H 1.16339 1.28469 -0.85601 0.04 -0.06 -0.04 0.111
H -2.24873 -1.68884 4.17184 0.00 -0.01 0.01 0.135
H 1.35366 4.67718 -1.92698 -0.07 -0.05 -0.07 0.090
H 3.31528 3.48274 -1.68803 -0.02 -0.07 -0.01 0.082
H -0.75742 0.24223 -0.27884 -0.18 0.01 0.02 0.106
H 3.55073 1.83787 -2.24232 -0.03 0.03 -0.06 0.079
H -3.65290 2.38618 -2.03593 0.06 0.00 -0.04 0.142
H -3.96681 -3.97629 3.51477 0.00 -0.01 0.01 0.130
H -2.96931 -5.34609 2.98465 0.02 0.00 0.01 0.130
```
Forces are in eV/Å.

Output
Largest force on an atom (eV/Å): 0.56
Net charge: +1
Electronic energy (eV): -98826.549